C5H6O2 | ωB97M-V/def2-TZVPD

Output
Net charge = 0
Calculated total energy = -9374.893 eV

Element x y z (Å)
C  2.75  0.63  0.13
C  1.75  0.01  -0.12
C  0.58  -0.78  -0.43
O  0.67  -1.79  -1.12
C  -0.76  -0.45  0.22
C  -1.17  1.01  0.32
O  -1.75  -1.21  -0.42
H  3.65  1.17  0.34
H  -0.59  -0.80  1.26
H  -2.03  1.08  0.99
H  -1.47  1.44  -0.64
H  -0.36  1.61  0.75
H  -1.25  -1.91  -0.89

C3H3NS | ωB97M-V/def2-TZVPD

Output
Net charge = 0
Calculated total energy = -15481.374 eV

Element x y z (Å)
C  0.42  -0.23  -0.22
C  1.70  -0.70  -0.04
C  -1.91  0.58  -0.04
N  -0.71  0.12  -0.10
S  3.03  0.31  -0.07
H  1.95  -1.68  0.22
H  -2.64  -0.05  0.24
H  -1.83  1.64  0.01

C13H20F10N2O3PSbZn | ωB97M-V/def2-TZVPD

Output
Net charge = +1
Calculated total energy = -114345.186 eV
Spin multiplicity = 2
<S²> = 0.793

Element x y z (Å)
Zn  -0.08  -0.26  -0.50
C  -2.27  -2.23  -1.29
N  -1.10  -2.07  -0.42
C  -0.13  -3.12  -0.76
C  -1.51  -2.19  0.98
C  -0.40  -1.75  1.96
N  0.59  -1.00  1.27
C  1.76  -0.67  1.82
C  2.75  -0.14  0.95
F  2.39  -0.06  -0.34
C  4.00  0.23  1.39
F  4.90  0.70  0.54
C  4.33  0.11  2.74
C  3.39  -0.41  3.62
F  3.69  -0.51  4.91
C  2.13  -0.81  3.19
F  1.26  -1.31  4.07
H  -2.81  -3.15  -1.05
H  -1.94  -2.30  -2.33
H  -2.94  -1.38  -1.20
H  -0.56  -4.11  -0.57
H  0.78  -3.01  -0.17
H  0.14  -3.05  -1.81
H  -1.79  -3.23  1.20
H  -2.39  -1.57  1.13
H  0.06  -2.62  2.46
H  -0.85  -1.16  2.77
H  5.30  0.40  3.10
C  -1.44  4.80  0.81
O  -1.38  3.52  0.17
P  -0.64  2.26  0.80
O  0.41  1.79  -0.38
C  0.73  2.63  -1.52
O  -1.71  1.08  0.32
C  -3.03  1.11  0.84
H  -2.34  5.30  0.43
H  -0.57  5.40  0.55
H  -1.51  4.70  1.89
H  -0.17  2.90  -2.08
H  1.38  2.04  -2.15
H  1.24  3.53  -1.18
H  -3.64  0.42  0.26
H  -3.45  2.11  0.74
H  -3.04  0.82  1.89
F  0.51  -0.38  -2.24
Sb  0.06  -0.53  -4.35
F  -1.69  -0.22  -3.62
F  -0.16  -2.38  -3.91
F  -0.49  -0.80  -6.11
F  1.93  -0.79  -4.42
F  0.30  1.34  -4.39

C12H15Br9O9 | ωB97M-V/def2-TZVPD

Output
Net charge = 0
Calculated total energy = -661494.164 eV

Element x y z (Å)
Br  -4.74  -0.59  -4.63
C  -3.44  0.90  -4.54
Br  -1.91  0.60  -3.38
Br  -4.28  2.72  -4.32
H  -3.04  0.95  -5.56
Br  4.61  -0.70  -2.02
C  5.36  -1.50  -0.30
Br  6.86  -2.68  -0.73
Br  3.89  -2.40  0.75
H  5.75  -0.67  0.29
Br  -1.34  -3.43  -3.97
C  0.32  -2.60  -3.29
Br  1.87  -3.02  -4.52
Br  0.72  -3.31  -1.44
H  0.27  -1.52  -3.40
O  3.94  -1.22  3.97
C  2.76  -1.30  4.26
O  1.82  -1.81  3.44
C  0.57  -1.50  4.00
C  0.80  -1.21  5.46
O  2.21  -0.80  5.38
H  0.02  -0.70  3.51
H  -0.17  -2.28  3.82
H  0.73  -2.12  6.06
H  0.04  -0.55  5.87
O  -0.86  -1.10  1.49
C  -0.13  -0.59  0.68
O  1.12  -0.89  0.59
C  1.69  -0.19  -0.52
C  0.72  0.91  -0.77
O  -0.47  0.41  -0.23
H  2.63  0.35  -0.51
H  1.71  -0.72  -1.48
H  0.51  0.98  -1.84
H  1.09  1.86  -0.40
O  -0.75  4.10  -0.44
C  -1.84  3.57  -0.34
O  -2.84  3.61  -1.26
C  -3.90  2.78  -0.87
C  -3.56  2.62  0.62
O  -2.15  2.93  0.74
H  -4.84  3.27  -1.15
H  -3.86  1.78  -1.32
H  -3.87  1.68  1.08
H  -4.00  3.41  1.24

C17H26N4O6S | ωB97M-V/def2-TZVPD

Output
Net charge = 0
Calculated total energy = -47131.466 eV

Element x y z (Å)
C  2.15  3.02  1.08
O  1.91  2.47  -0.20
C  0.63  2.23  -0.56
C  -0.49  2.64  0.17
C  -1.76  2.32  -0.28
C  -1.91  1.60  -1.45
S  -3.57  1.23  -1.98
O  -3.52  0.48  -3.20
O  -4.37  2.42  -1.94
N  -4.08  0.25  -0.68
C  -5.50  0.36  -0.36
C  -6.09  -0.82  -1.13
O  -5.07  -1.80  -1.10
C  -3.83  -1.16  -0.86
C  -3.19  -1.78  0.40
N  -1.89  -1.22  0.67
C  -0.77  -1.69  0.11
O  -0.68  -2.67  -0.60
C  0.47  -0.87  0.49
O  0.41  0.07  1.27
N  1.56  -1.31  -0.15
C  2.88  -0.77  0.02
C  3.71  -1.62  0.99
N  5.13  -1.31  0.89
C  5.43  0.03  1.37
C  5.93  -2.30  1.57
C  -0.82  1.19  -2.19
C  0.45  1.51  -1.75
H  3.24  3.03  1.19
H  1.77  4.04  1.16
H  1.71  2.39  1.86
H  -0.38  3.19  1.09
H  -2.64  2.63  0.26
H  -5.86  1.34  -0.69
H  -5.64  0.25  0.72
H  -6.99  -1.24  -0.68
H  -6.30  -0.53  -2.17
H  -3.16  -1.30  -1.72
H  -3.84  -1.62  1.26
H  -3.07  -2.85  0.21
H  -1.81  -0.34  1.16
H  1.42  -2.14  -0.71
H  2.77  0.25  0.39
H  3.39  -0.75  -0.95
H  3.32  -1.48  2.02
H  3.58  -2.67  0.72
H  4.93  0.76  0.75
H  5.13  0.18  2.42
H  6.51  0.19  1.29
H  5.73  -3.28  1.14
H  6.98  -2.07  1.42
H  5.73  -2.35  2.65
H  -0.98  0.64  -3.10
H  1.33  1.21  -2.30

C7H8Cl2EuO2 | ωB97M-V/def2-TZVPD

Output
Net charge = +2
Calculated total energy = -55831.360 eV
Spin multiplicity = 8
<S²> = 15.771

Element x y z (Å)
C  0.23  0.86  -3.08
C  0.31  0.72  -1.50
Cl  0.69  2.22  -0.53
C  0.12  -0.43  -0.88
Cl  -0.17  -1.79  -1.94
C  0.15  -0.69  0.62
C  -0.53  0.26  1.64
C  -0.28  -0.63  2.93
O  0.07  -1.98  2.49
C  -0.40  -2.04  1.19
O  -1.06  -2.84  0.72
H  -0.57  0.24  -3.49
H  1.21  0.60  -3.53
H  -0.06  1.92  -3.37
H  1.24  -0.68  0.85
H  -1.57  0.57  1.51
H  0.18  1.09  1.79
H  -1.21  -0.65  3.52
H  0.59  -0.36  3.54
Eu  1.05  3.62  -2.48

C3H3NO | ωB97M-V/def2-TZVPD

Output
Net charge = 0
Calculated total energy = -6691.715 eV

Element x y z (Å)
N  2.08  -0.31  -2.23
C  1.08  -0.30  -1.46
C  0.35  0.01  -0.44
C  -0.93  -0.52  0.25
O  -0.39  0.57  0.82
H  2.60  -1.07  -1.94
H  -1.80  -0.23  -0.33
H  -0.80  -1.53  0.69

C6H7BrNO2S | ωB97M-V/def2-TZVPD

Output
Net charge = +1
Calculated total energy = -92786.820 eV

Element x y z (Å)
C  -0.99  -1.81  -1.03
C  -1.09  -0.45  -1.02
C  -0.17  -2.68  -0.56
C  -0.18  0.39  -0.26
C  -2.07  0.23  -1.91
C  1.97  1.66  2.34
N  0.74  -0.06  0.53
O  0.46  -3.48  -0.04
O  2.69  -0.84  1.66
S  2.20  0.36  1.02
Br  -0.37  2.33  -0.51
H  -1.67  -2.38  -1.69
H  -2.94  0.60  -1.47
H  -2.53  -0.47  -2.53
H  -1.68  1.12  -2.35
H  3.00  1.99  2.75
H  1.25  2.25  1.79
H  1.36  1.24  3.27

C33H46BN2O4 | ωB97M-V/def2-TZVPD

Output
Net charge = +1
Calculated total energy = -46809.398 eV

Element x y z (Å)
C  -3.94  5.42  3.13
C  -2.80  5.43  2.12
O  -1.61  6.14  2.61
B  -0.73  5.30  3.16
O  -1.00  4.51  4.24
N  0.70  5.26  2.57
C  1.49  6.54  2.97
N  2.58  6.29  3.86
C  0.67  4.98  1.08
C  0.89  3.49  0.84
C  0.47  3.07  -0.56
C  0.56  1.58  -0.80
O  -0.37  0.97  -1.29
O  1.75  0.97  -0.51
C  1.80  0.33  0.79
C  2.57  -0.98  0.69
H  -3.60  5.84  4.07
H  -4.28  4.41  3.33
H  -4.78  6.01  2.78
H  -3.09  5.90  1.19
H  -2.52  4.39  1.94
H  -0.44  3.73  4.29
H  1.22  4.49  2.98
H  1.85  7.01  2.07
H  0.79  7.18  3.50
H  2.25  5.87  4.72
H  3.29  5.70  3.46
H  1.46  5.55  0.60
H  -0.29  5.28  0.68
H  1.94  3.25  1.00
H  0.32  2.89  1.56
H  -0.58  3.32  -0.70
H  1.02  3.63  -1.32
H  0.78  0.17  1.14
H  2.30  1.00  1.48
H  3.13  -1.07  -0.22
H  1.89  -1.81  0.82
H  3.25  -1.03  1.53
C  2.30  -6.55  -0.97
C  1.05  -6.40  -0.40
C  0.43  -5.16  -0.39
C  1.06  -4.07  -0.97
C  2.32  -4.22  -1.54
C  2.94  -5.46  -1.54
H  2.78  -7.52  -0.97
H  0.55  -7.25  0.05
H  -0.55  -5.04  0.05
H  0.58  -3.10  -0.97
H  2.81  -3.37  -2.00
H  3.92  -5.58  -1.99
C  1.79  -6.90  -4.68
C  2.09  -8.09  -5.32
C  2.93  -8.09  -6.43
C  3.48  -6.90  -6.88
C  3.18  -5.71  -6.24
C  2.34  -5.71  -5.14
H  1.14  -6.90  -3.81
H  1.67  -9.02  -4.96
H  3.16  -9.02  -6.93
H  4.14  -6.91  -7.74
H  3.61  -4.78  -6.59
H  2.10  -4.78  -4.63
C  -4.24  -8.81  -4.77
C  -3.46  -8.17  -3.81
C  -2.12  -7.93  -4.06
C  -1.55  -8.31  -5.27
C  -2.33  -8.94  -6.22
C  -3.67  -9.19  -5.98
H  -5.28  -9.00  -4.57
H  -3.90  -7.87  -2.87
H  -1.51  -7.44  -3.31
H  -0.51  -8.12  -5.46
H  -1.89  -9.24  -7.17
H  -4.28  -9.69  -6.72
C  -2.12  10.34  5.84
C  -2.29  10.06  7.19
C  -2.33  8.74  7.63
C  -2.21  7.70  6.72
C  -2.05  7.98  5.37
C  -2.00  9.30  4.93
H  -2.09  11.36  5.50
H  -2.38  10.87  7.90
H  -2.47  8.53  8.68
H  -2.25  6.68  7.06
H  -1.95  7.18  4.66
H  -1.88  9.51  3.88

C24H25EuNO9SSi | ωB97M-V/def2-TZVPD

Output
Net charge = -1
Calculated total energy = -83254.960 eV
Spin multiplicity = 7
<S²> = 12.023

Element x y z (Å)
Eu  10.55  8.54  14.83
O  8.42  10.33  18.17
C  8.51  9.39  17.37
O  9.63  9.12  16.81
C  7.27  8.55  17.10
C  7.58  7.00  17.21
C  6.28  6.17  17.34
C  5.66  6.27  15.93
C  6.74  7.11  15.19
O  7.95  6.64  15.83
C  6.65  8.63  15.62
C  7.41  9.53  14.60
O  6.95  10.59  14.14
O  8.52  9.12  14.09
H  6.47  8.80  17.85
H  8.39  6.79  17.90
H  5.63  6.44  18.15
H  6.60  5.12  17.39
H  4.67  6.69  15.83
H  5.62  5.24  15.48
H  6.77  7.01  14.12
H  5.62  9.02  15.64
C  11.31  6.76  7.64
Si  11.70  5.80  9.21
C  13.24  4.80  9.05
C  10.17  4.84  9.64
C  12.19  7.01  10.62
C  13.38  7.71  10.41
C  13.84  8.70  11.30
C  13.08  8.91  12.43
N  11.91  8.28  12.61
C  11.45  7.28  11.83
S  10.04  6.47  12.36
H  10.90  6.05  6.93
H  12.17  7.25  7.18
H  10.54  7.53  7.91
H  13.27  4.15  8.15
H  13.37  4.11  9.89
H  14.13  5.44  8.95
H  9.98  4.05  8.86
H  9.27  5.49  9.58
H  10.15  4.43  10.64
H  13.98  7.53  9.53
H  14.80  9.20  11.17
H  13.33  9.68  13.18
O  12.20  7.49  16.21
C  12.81  8.61  16.46
O  12.52  9.72  15.87
C  13.85  8.61  17.45
C  14.31  7.32  17.76
C  15.19  7.11  18.81
C  15.54  8.30  19.53
O  16.36  8.33  20.61
C  16.45  9.74  20.97
O  15.65  10.49  20.02
C  15.10  9.59  19.16
C  14.32  9.77  18.02
H  13.93  6.46  17.20
H  15.51  6.12  19.12
H  17.47  10.08  20.86
H  15.94  9.82  21.97
H  14.05  10.71  17.57

C26H17BrCoF6N7O13S2 | ωB97M-V/def2-TZVPD

Output
Net charge = -1
Calculated total energy = -209927.784 eV
Spin multiplicity = 2
<S²> = 0.756

Element x y z (Å)
Co  0.37  -0.32  0.17
C  -1.35  2.03  3.36
O  -1.42  1.07  2.31
C  -2.37  0.13  2.45
C  -3.07  -0.09  3.62
C  -4.03  -1.09  3.63
Br  -5.05  -1.34  5.21
C  -4.27  -1.88  2.54
C  -3.55  -1.68  1.34
C  -2.64  -0.63  1.29
O  -1.98  -0.23  0.14
C  -3.82  -2.67  0.28
N  -4.62  -3.69  0.51
C  -4.63  -4.44  -0.64
C  -5.30  -5.62  -0.93
C  -5.12  -6.17  -2.19
C  -4.30  -5.55  -3.14
C  -3.62  -4.38  -2.87
C  -3.79  -3.84  -1.60
N  -3.29  -2.71  -0.99
H  -2.34  2.47  3.52
H  -0.66  2.80  3.04
H  -0.99  1.59  4.28
H  -2.88  0.50  4.51
H  -4.99  -2.67  2.56
H  -2.09  -0.89  -0.55
H  -5.93  -6.09  -0.19
H  -5.62  -7.09  -2.45
H  -4.19  -6.01  -4.12
H  -2.98  -3.91  -3.61
H  -2.62  -2.13  -1.45
O  2.05  -3.81  1.45
C  1.55  -2.99  0.70
O  1.33  -1.76  1.00
C  1.16  -3.44  -0.70
C  1.82  -4.52  -1.23
C  1.48  -5.02  -2.49
C  0.44  -4.46  -3.21
C  -0.27  -3.39  -2.67
C  0.08  -2.81  -1.40
O  -0.54  -1.81  -0.92
N  -1.35  -2.89  -3.48
O  -1.44  -3.28  -4.64
O  -2.15  -2.08  -3.02
N  2.21  -6.14  -3.05
O  3.06  -6.67  -2.36
O  1.93  -6.50  -4.19
H  2.61  -4.98  -0.67
H  0.18  -4.84  -4.18
F  3.27  -0.02  2.36
C  3.44  1.29  2.50
F  2.85  1.69  3.63
F  4.74  1.54  2.57
S  2.62  2.14  1.04
O  1.46  1.29  0.82
O  3.60  2.15  0.00
N  2.12  3.53  1.54
S  3.16  4.75  1.54
O  4.41  4.43  2.16
O  3.15  5.52  0.34
C  2.24  5.77  2.78
F  2.03  5.07  3.90
F  2.93  6.86  3.10
F  1.05  6.15  2.30
N  2.67  -0.36  -1.75
C  3.38  0.41  -2.59
C  2.55  1.42  -3.00
C  1.34  1.18  -2.33
N  1.43  0.09  -1.58
H  2.99  -1.17  -1.24
H  4.41  0.21  -2.83
H  2.78  2.23  -3.67
H  0.42  1.74  -2.37